# 1
Here is a 3-piece molecular cluster, C34H37F18N3O5S overall from OMol25. Energies are from ωB97M-V/def2-TZVPD.

Geometry as XYZ:
```
98
Properties=species:S:1:pos:R:3:forces:R:3
C 3.27391 5.20520 5.40030 -0.585 -0.553 -0.711
C 1.86460 4.46237 5.84113 1.033 -0.389 0.632
C 1.53136 3.35053 4.68375 0.109 -0.933 0.905
C -0.01384 3.35557 4.13578 -0.110 0.152 -0.782
C -0.63008 4.86309 3.84584 -0.498 0.556 1.047
C -0.12903 2.47970 2.71566 -0.345 -2.397 -2.615
C 0.68750 2.99365 1.34923 -1.696 -2.321 -1.038
C 1.66515 4.30870 1.29725 0.323 0.147 0.611
C 1.35894 5.35810 0.07603 1.646 -0.913 -1.835
C 2.71297 5.32246 -0.90543 0.325 -0.023 -0.274
F 1.17297 6.77122 0.51034 0.099 -3.221 -0.592
C 0.52150 2.13817 -0.06692 -1.776 -1.539 2.214
F 1.20605 2.53512 -1.35410 -2.005 -0.989 4.134
C -0.41257 0.75646 -0.19371 0.108 1.222 2.886
C -0.55001 0.00474 -1.64467 -0.158 0.987 -0.511
C 0.86470 -0.48290 -2.31386 -0.021 -0.675 0.346
C 2.05812 -0.83189 -1.24556 1.235 0.130 -0.587
C 3.46390 -0.91295 -2.14809 -1.122 -1.003 0.050
S 4.47210 0.68736 -2.01237 0.074 -0.840 1.836
C 5.12346 0.89620 -0.26739 3.183 2.040 2.302
N 6.26291 1.87519 -0.03495 -4.087 -3.710 0.159
N 6.60071 1.91812 1.30935 -6.248 -5.726 0.348
C 5.65183 0.91509 1.93954 2.309 2.729 -1.953
O 4.70439 0.25146 0.99687 4.342 4.207 -0.867
C -1.20556 0.22625 1.18083 1.962 2.838 -0.238
C -1.03886 1.09258 2.60194 0.988 0.618 -2.073
C -1.87199 0.43953 3.89658 1.828 -0.099 3.582
O -1.40786 0.39834 5.14757 -3.002 0.469 -7.752
C -3.34931 -0.22708 3.48220 -0.834 -1.657 -3.010
N -4.48329 0.00434 4.47577 1.636 0.423 -2.551
C -3.51962 -0.99625 2.18432 1.768 2.380 2.844
C -2.19037 -1.12602 1.17710 0.618 -3.228 -1.285
O -1.94016 -2.23618 0.47874 -1.497 6.720 3.834
H 3.14993 5.56392 4.26897 0.337 -0.439 2.533
H 3.58407 6.09295 6.10831 -0.571 -1.893 -1.503
H 4.09297 4.34944 5.35897 -1.536 1.963 0.275
H 0.98991 5.19768 6.09303 1.694 -1.308 -0.779
H 2.11204 3.88781 6.85369 -0.702 1.219 -2.124
H 1.69786 2.28325 5.19206 -0.386 2.220 -1.296
H 2.35499 3.44386 3.85770 -1.849 -0.140 1.296
H -0.68009 2.89885 5.00007 1.403 0.514 -2.199
H 0.19243 5.72368 3.92074 -1.771 -1.978 -0.510
H -1.39329 5.10552 4.73125 1.648 -0.508 -1.909
H -1.26979 4.92623 2.85846 1.605 -0.137 1.893
H 2.77704 3.89510 1.16475 -2.474 0.886 0.227
H 1.68939 4.94204 2.29541 -0.426 -1.587 -1.969
H 0.47024 4.97542 -0.62100 1.574 1.306 1.962
H 2.44399 5.57627 -2.03834 0.579 -0.227 2.632
H 3.56914 6.03803 -0.48427 -2.096 -1.368 -0.946
H 3.20672 4.24442 -0.94372 -1.340 2.159 0.219
H -1.00960 0.81138 -2.39529 0.949 -1.694 1.755
H -1.28534 -0.90523 -1.66823 1.406 1.959 0.776
H 1.22890 0.32040 -3.09978 -0.629 -1.647 1.771
H 0.62494 -1.50268 -2.88646 0.602 2.343 1.071
H 1.93358 -1.85251 -0.68127 -0.079 1.939 -1.232
H 2.25922 -0.01297 -0.43455 -0.761 -1.468 -1.586
H 3.13612 -0.97625 -3.29004 1.001 0.422 2.350
H 4.08735 -1.88026 -1.93645 -1.008 2.048 -0.211
H 5.68421 0.74753 3.09711 -0.565 -0.120 -2.707
H -4.72359 1.03149 4.34626 0.161 -1.753 0.475
H -5.31395 -0.59543 4.25011 1.187 0.912 0.006
H -4.56170 -1.45755 1.86723 2.561 0.915 0.751
C -0.91880 -6.04455 -0.00490 -1.054 0.390 -0.216
C -0.37871 -6.87909 1.16688 -0.476 -0.677 -0.594
C 0.93583 -6.38292 1.76388 0.688 0.075 0.922
F 1.94022 -6.34054 0.86315 -0.123 0.015 0.512
F 1.35511 -7.21396 2.75544 -0.381 -0.041 -0.091
F -0.29318 -8.17998 0.78380 0.146 0.333 0.228
F -1.32716 -6.84678 2.15607 0.440 0.374 -0.070
O -0.60230 -6.51087 -1.32095 1.965 0.167 0.111
C 0.69111 -6.14778 -1.79999 -1.825 1.105 0.532
C 1.63874 -7.34690 -1.94335 0.571 -0.837 -0.036
F 1.74557 -8.05329 -0.79151 -0.244 0.122 -0.637
F 2.89605 -6.94165 -2.26706 -0.464 0.317 -0.027
F 1.19266 -5.16740 -1.01117 0.217 -0.219 -0.890
F 0.49118 -5.57548 -3.01900 0.328 -0.628 0.314
H -2.01350 -6.11335 0.04727 0.314 -0.230 0.006
H -0.70788 -4.97512 0.11148 0.182 -0.289 0.074
H 0.81922 -5.38398 2.20165 -0.188 -0.076 -0.149
H 1.28474 -8.02819 -2.72361 -0.134 0.225 0.015
C -5.44206 -0.81363 -5.65965 -0.978 -0.572 -0.184
C -5.13772 0.57189 -5.06894 -0.297 -0.527 0.805
C -4.01174 1.33741 -5.75941 0.488 1.028 -0.259
F -2.83582 0.67504 -5.73998 -0.243 0.473 -0.076
F -3.78535 2.52348 -5.13363 -0.352 -0.178 0.083
F -4.91089 0.44631 -3.73508 0.080 0.185 -0.387
F -6.28211 1.31824 -5.18048 0.429 -0.044 -0.398
O -4.82133 -1.93252 -5.01749 1.808 0.575 -0.362
C -3.47169 -2.18374 -5.40426 -1.877 -0.208 -1.101
C -2.46272 -1.91467 -4.27907 0.563 0.102 0.724
F -2.58181 -0.66177 -3.77589 -0.175 -0.627 -0.071
F -1.18455 -2.03133 -4.72907 -0.455 -0.151 -0.261
F -3.20199 -1.48867 -6.53522 0.400 -0.751 0.377
F -3.42238 -3.49770 -5.75723 0.277 0.584 0.596
H -6.51690 -0.98214 -5.51081 0.312 0.110 0.221
H -5.31062 -0.84216 -6.74759 0.222 0.167 0.286
H -4.26732 1.56129 -6.80233 -0.138 -0.164 0.115
H -2.60408 -2.62215 -3.45580 -0.141 -0.066 -0.192
```
Forces are in eV/Å.

Properties
Highest occupied orbital energy in eV: -8.5
SMILES string: CCC[C@@H](C)c1c(C[C@H](C)F)c(F)c(CCCCSc2nnco2)c2c1C(=O)C(N)=CC2=O.FC(F)C(F)(F)COC(F)(F)C(F)F.FC(F)C(F)(F)COC(F)(F)C(F)F
Gap between HOMO and LUMO in Eh: 0.2456
Lowest unoccupied orbital energy in eV: -1.83

These are the Löwdin partial charges, in e, on atoms 1 to 6:
1. C -0.15
2. C -0.25
3. C -0.20
4. C -0.29
5. C -0.11
6. C 0.01


# 2
Here is C55H51O5P3Ti as an isolated structure from OMol25. Energies are from ωB97M-V/def2-TZVPD.

Geometry as XYZ:
```
115
Properties=species:S:1:pos:R:3:forces:R:3
Ti 0.23142 0.13690 0.47360 0.641 0.002 0.158
O -0.80188 1.82142 1.39552 -0.012 -0.138 0.205
P -2.23259 1.91027 1.84342 0.035 -0.109 -0.241
C -3.28856 0.76538 0.90213 0.022 0.033 0.058
P -2.89125 0.87836 -0.87894 0.151 -0.117 0.044
O -1.42663 0.99360 -1.10704 -0.080 0.132 -0.060
C -3.78008 2.31915 -1.48241 -0.044 0.073 -0.035
C -5.16825 2.41597 -1.40122 0.056 0.003 -0.017
C -5.81100 3.54669 -1.87417 -0.008 0.002 -0.004
C -5.06897 4.57838 -2.43722 0.024 0.007 0.002
C -3.68897 4.47866 -2.53070 -0.020 -0.010 0.006
C -3.03930 3.34835 -2.05325 -0.051 -0.012 0.019
C -3.63126 -0.54185 -1.67903 -0.021 -0.034 -0.029
C -3.05747 -0.91090 -2.89595 -0.005 0.028 0.034
C -3.61394 -1.94660 -3.62806 -0.016 -0.018 0.002
C -4.72889 -2.61978 -3.14461 0.008 -0.014 -0.022
C -5.28882 -2.26582 -1.92587 -0.004 0.011 0.018
C -4.74264 -1.22211 -1.19259 0.019 0.002 -0.010
C -2.84428 3.57355 1.58297 -0.038 0.044 0.007
C -4.14734 3.93163 1.92435 0.050 -0.024 -0.024
C -4.59154 5.21991 1.68633 0.027 0.022 -0.014
C -3.72924 6.15436 1.12287 -0.007 -0.011 0.011
C -2.42836 5.80294 0.79642 -0.017 0.009 0.006
C -1.98191 4.50867 1.01974 -0.016 -0.049 0.034
C -2.44641 1.50325 3.57592 0.012 0.025 0.060
C -1.43292 1.91183 4.44359 -0.020 -0.003 -0.032
C -1.53584 1.64567 5.79800 -0.032 -0.016 0.002
C -2.64871 0.97565 6.29033 0.014 0.010 0.003
C -3.65867 0.56862 5.43126 0.004 0.001 0.007
C -3.55864 0.83018 4.07310 0.014 0.015 -0.034
H -4.34631 0.96717 1.08470 -0.011 -0.002 0.016
H -3.03989 -0.24792 1.23677 -0.031 0.019 -0.035
H -5.75070 1.60132 -0.98504 -0.013 -0.010 0.008
H -6.88855 3.62258 -1.81281 -0.010 0.004 -0.001
H -5.57213 5.46112 -2.80991 -0.006 0.006 -0.003
H -3.11606 5.28115 -2.97629 0.005 0.007 -0.004
H -1.96282 3.24898 -2.11462 0.016 -0.003 0.002
H -2.16556 -0.40391 -3.24487 0.014 -0.001 -0.009
H -3.16576 -2.23725 -4.56882 0.006 -0.003 -0.011
H -5.15614 -3.43417 -3.71545 0.000 0.001 -0.001
H -6.14767 -2.80266 -1.54550 -0.005 -0.004 0.004
H -5.18161 -0.95235 -0.23914 -0.010 -0.005 0.012
H -4.81200 3.20603 2.38064 -0.019 0.004 0.004
H -5.60439 5.49923 1.94340 -0.009 0.008 0.000
H -4.07688 7.16281 0.94033 -0.002 0.008 -0.001
H -1.76193 6.53476 0.35993 0.009 0.005 -0.005
H -0.97574 4.20880 0.75613 -0.001 0.003 -0.008
H -0.55776 2.41130 4.04660 0.006 -0.001 0.010
H -0.74354 1.95123 6.46771 0.006 0.003 0.010
H -2.72502 0.76257 7.34831 0.001 0.000 0.009
H -4.51951 0.03895 5.81633 -0.006 -0.005 0.003
H -4.34493 0.49483 3.40826 -0.005 -0.005 -0.007
C 2.56274 1.66542 -5.71373 0.109 -0.020 0.030
O 2.29476 0.28048 -5.68595 -0.142 0.068 -0.082
C 1.69192 -0.20146 -4.55158 0.061 -0.119 -0.025
C 1.05190 -1.45196 -4.68397 0.050 0.023 0.134
C 0.44308 -2.01247 -3.59798 0.009 0.000 -0.068
C 0.40453 -1.39260 -2.31209 -0.046 0.032 0.155
C -0.34309 -2.01053 -1.27081 -0.123 0.007 -0.050
C -1.00284 -3.34982 -1.45312 0.034 0.063 0.104
O -0.50296 -1.45709 -0.09199 -0.004 -0.048 -0.231
C 1.10702 -0.14786 -2.19857 -0.261 0.132 -0.012
O 1.19836 0.52976 -1.06907 -0.253 -0.147 -0.147
C 1.70838 0.42977 -3.33909 0.151 0.024 0.007
H 2.85875 1.90184 -6.73334 -0.011 0.007 -0.005
H 3.37969 1.93776 -5.03828 -0.011 -0.016 0.022
H 1.67275 2.24052 -5.44193 0.005 0.014 -0.001
H 1.05669 -1.94505 -5.64618 0.003 -0.014 -0.026
H -0.05040 -2.96678 -3.72595 -0.010 -0.018 0.004
H -1.83720 -3.31413 -2.15897 -0.032 -0.028 -0.027
H -1.39315 -3.67070 -0.48647 -0.006 -0.026 -0.018
H -0.30241 -4.10879 -1.81149 -0.001 -0.031 -0.002
H 2.21440 1.37311 -3.18531 -0.005 0.008 -0.010
C 5.73872 -3.15617 0.18511 -0.018 -0.013 0.011
C 4.45256 -3.91715 -0.01681 0.031 0.025 0.011
C 4.54293 -5.26345 -0.36547 0.016 -0.023 -0.012
C 3.42076 -6.05715 -0.53799 -0.028 -0.008 -0.002
C 2.16121 -5.51092 -0.35260 0.016 -0.011 0.004
C 2.05273 -4.17125 -0.01995 -0.004 0.014 0.001
C 3.17501 -3.35771 0.14621 -0.070 0.034 -0.065
P 2.71991 -1.63551 0.61020 0.032 0.076 0.173
C 4.06421 -0.63959 -0.14953 -0.044 -0.019 0.007
C 4.15906 -0.84803 -1.52660 0.025 -0.011 -0.030
C 5.06362 -0.15106 -2.30931 -0.012 -0.010 -0.001
C 5.88626 0.79196 -1.71498 0.003 0.001 0.003
C 5.78073 1.02566 -0.35259 0.019 0.011 -0.025
C 4.87801 0.33132 0.44938 -0.038 -0.007 0.032
C 4.83210 0.65362 1.91955 0.009 -0.014 -0.018
C 2.88728 -1.72264 2.42851 0.004 0.020 -0.073
C 3.69687 -2.65104 3.08469 0.015 -0.024 0.019
C 3.66672 -2.77941 4.46119 -0.010 0.009 0.016
C 2.79779 -1.98195 5.19765 0.005 -0.008 -0.011
C 1.98468 -1.07020 4.55041 -0.006 -0.022 0.027
C 2.00900 -0.91030 3.15923 0.000 0.004 -0.042
C 1.12574 0.10383 2.50464 -0.164 0.150 0.085
H 6.54693 -3.85194 0.41312 0.002 0.003 0.005
H 5.66390 -2.43675 0.99892 0.014 0.020 -0.004
H 6.01601 -2.59461 -0.70784 0.003 0.014 -0.017
H 5.52671 -5.70113 -0.49190 0.009 0.002 0.000
H 3.53317 -7.09963 -0.80741 0.004 -0.010 -0.002
H 1.27235 -6.11720 -0.47183 -0.012 -0.003 0.000
H 1.07508 -3.72664 0.11851 -0.005 -0.008 0.004
H 3.50719 -1.57635 -1.99806 0.004 -0.001 -0.011
H 5.10995 -0.33741 -3.37510 0.000 -0.008 -0.002
H 6.60078 1.34990 -2.30694 0.009 0.006 -0.002
H 6.41728 1.77092 0.11065 0.006 0.005 0.005
H 5.50808 1.47921 2.14147 0.001 0.007 0.005
H 5.12632 -0.20131 2.52956 -0.002 -0.002 0.018
H 3.82951 0.93989 2.23674 -0.008 0.001 0.015
H 4.34031 -3.30479 2.51078 -0.006 -0.005 0.011
H 4.29846 -3.50630 4.95542 0.007 -0.007 -0.003
H 2.75113 -2.07900 6.27564 0.003 -0.003 0.008
H 1.30354 -0.45436 5.12830 -0.004 0.005 0.000
H 1.64094 1.08092 2.50166 0.018 -0.014 -0.021
H 0.27143 0.26744 3.17805 0.036 0.018 -0.011
```
Forces are in eV/Å.

Properties
Highest occupied orbital energy (spin up / spin down) in eV: -4.4 / -4.4
Gap between HOMO and LUMO (spin up / spin down) in Eh: 0.1600 / 0.1601
Energy above the lowest of the compared OMol25 structures with the same formula, charge and spin in eV: 0.000
Lowest unoccupied orbital energy (spin up / spin down) in eV: -0.07 / -0.07

These are the Löwdin partial charges, in e, on atoms 1 to 6:
1. Ti 0.95
2. O -0.39
3. P 0.77
4. C -0.28
5. P 0.75
6. O -0.32


# 3
Here is a 2-piece molecular cluster, BrH2OP overall from OMol25. Energies are from ωB97M-V/def2-TZVPD.

Geometry as XYZ:
```
5
Properties=species:S:1:pos:R:3:forces:R:3
O -1.38864 -0.78827 0.09270 -2.038 -4.675 -0.583
P 0.94684 1.63873 -1.18546 0.152 -0.026 0.152
Br 2.10895 1.02265 0.55957 -0.134 0.054 -0.182
H -0.73812 -0.20496 0.28789 3.084 3.135 0.959
H -0.92902 -1.66815 0.24530 -1.064 1.512 -0.346
```
Forces are in eV/Å.

Properties
Highest occupied orbital energy (spin up / spin down) in eV: -8.7 / -8.7
Gap between HOMO and LUMO (spin up / spin down) in Eh: 0.2548 / 0.2558
Energy above the lowest of the compared OMol25 structures with the same formula, charge and spin in eV: 2.422
Lowest unoccupied orbital energy (spin up / spin down) in eV: -1.74 / -1.73

Here is what natural (NBO) gives for the atomic charges, in e:
1. O -0.92
2. P 0.21
3. Br -0.21
4. H 0.45
5. H 0.47